The following is a quantum chemistry calculation of a structure of composition C34H28CuN2P2S2 in a non-equilibrium geometry, from OMol25.

Results
* E_HOMO (spin up / spin down): -6.639 / -6.481 eV
* gap between HOMO and LUMO (spin up / spin down): 5.91 / 5.73 eV
* total energy: -123579.8306 eV
* energy above the lowest of the compared OMol25 structures with the same formula, charge and spin: 41.10 kJ/mol

Structure (ORCA input):
```
! wB97M-V def2-TZVPD RIJCOSX def2/J DEFGRID3
* xyz 0 2
Cu 1.12937 -1.72292 0.52643
S -0.85476 -2.65841 0.80417
P -1.39179 -0.67656 0.49083
C 0.17075 -0.01496 -0.10026
P 0.66075 1.57849 -0.58106
S 2.46443 1.99028 0.07343
C 0.66395 1.67334 -2.42814
C 0.71569 2.93802 -3.02242
C 0.82174 3.04248 -4.40784
C 0.84820 1.87874 -5.29869
C 0.64761 0.67245 -4.63349
C 0.69108 0.56152 -3.23444
C -0.55880 2.90392 -0.17187
C -0.36502 3.55722 1.04426
C -1.17854 4.59470 1.40979
C -2.25632 4.91588 0.53419
C -2.55043 4.16864 -0.58646
C -1.64885 3.21683 -1.03471
C -1.99812 -0.21125 2.10328
C -1.28027 0.65914 2.96695
C -1.92007 1.08514 4.11783
C -3.07854 0.49254 4.54464
C -3.69124 -0.50464 3.75854
C -3.14963 -0.80852 2.53691
C -2.59450 -0.50692 -0.76378
C -3.72916 0.31821 -0.55520
C -4.64601 0.41547 -1.60625
C -4.32801 -0.05433 -2.87741
C -3.20475 -0.81836 -3.08681
C -2.35640 -1.14027 -1.97189
H 0.60838 3.78973 -2.35694
H 0.96706 4.04381 -4.80983
H 0.87005 1.93791 -6.38767
H 0.76583 -0.26289 -5.23369
H 0.75665 -0.41373 -2.71824
H 0.47256 3.21969 1.68601
H -0.99080 5.22943 2.31299
H -2.88246 5.74926 0.87604
H -3.51809 4.23603 -1.08679
H -1.76116 2.79833 -2.05773
H -0.41898 1.08141 2.55766
H -1.52827 1.93137 4.60866
H -3.59556 0.83071 5.44380
H -4.62295 -0.97187 4.18795
H -3.70100 -1.61967 1.92418
H -4.02539 0.83918 0.35838
H -5.61330 0.90419 -1.48479
H -4.98330 0.17381 -3.70446
H -3.02380 -1.31668 -4.04827
H -1.54280 -1.83330 -2.16615
N 2.71938 -0.92078 1.37973
C 3.85223 -1.79178 1.50424
C 5.04330 -1.43327 2.04167
C 6.02045 -2.42660 2.22627
C 5.77203 -3.72255 1.86325
C 4.54579 -4.12691 1.20867
C 4.18806 -5.46785 0.88373
C 3.03691 -5.62701 0.20483
C 2.11882 -4.58303 0.06343
N 2.32292 -3.36818 0.55239
C 3.59619 -3.09815 1.04533
H 2.83078 -0.02523 0.83665
H 2.22379 -0.59516 2.24540
H 5.25779 -0.42438 2.35768
H 6.96063 -2.14880 2.64771
H 6.54715 -4.51455 2.09422
H 4.79083 -6.35576 1.22920
H 2.71857 -6.55943 -0.26702
H 1.18938 -4.70321 -0.56902
*
```

Here are the natural (NBO) charges for atoms 1 to 4, given in e: Cu 1.14; S -0.70; P 1.47; C -1.55

=====

The following is a quantum chemistry calculation of a structure of composition C34H28N7O8STc, from OMol25.

Results
* E_HOMO (spin up / spin down): -11.011 / -10.990 eV
* gap between HOMO and LUMO (spin up / spin down): 7.05 / 5.99 eV
* total energy: -75549.4594 eV
* energy above the lowest of the compared OMol25 structures with the same formula, charge and spin: 0.00 kJ/mol

Structure (ORCA input):
```
! wB97M-V def2-TZVPD RIJCOSX def2/J DEFGRID3
* xyz 1 4
Tc -0.39432 -0.06146 -0.45913
O -2.35126 3.33510 1.40143
S -1.57955 2.94072 0.26132
O -0.15865 3.13417 0.27949
N -1.82252 1.32577 -0.01998
C -3.13762 0.81151 0.10246
C -4.30484 1.52394 0.22976
C -5.54416 0.85677 0.32502
C -5.62916 -0.50538 0.30856
C -4.44456 -1.26945 0.20544
C -4.41659 -2.67937 0.22764
C -3.22243 -3.34448 0.17022
C -2.03921 -2.61042 0.06299
N -2.02977 -1.28590 0.01801
C -3.21557 -0.59864 0.10186
C -2.20827 3.77305 -1.16217
C -2.28866 5.15845 -1.06475
C -2.68880 5.88611 -2.17323
C -3.00967 5.23484 -3.35737
C -2.94081 3.85172 -3.43722
C -2.53444 3.11156 -2.33596
H -4.29268 2.60221 0.28221
H -6.44230 1.45159 0.41628
H -6.58316 -1.00931 0.38114
H -5.34947 -3.22485 0.29443
H -3.16936 -4.42281 0.19082
H -1.08913 -3.11774 -0.00167
H -2.04156 5.65391 -0.13557
H -2.75286 6.96367 -2.11151
H -3.32252 5.80834 -4.21932
H -3.21256 3.34762 -4.35531
H -2.50529 2.03204 -2.38034
O 0.35059 -0.07737 1.54125
C 0.93256 1.12012 2.18140
C 1.73671 0.72942 3.39679
C 2.99675 -0.11057 3.14136
C 3.86329 0.43002 2.03383
C 4.72821 1.49868 2.25018
C 5.50409 1.95905 1.20063
C 5.39010 1.34309 -0.03771
C 4.49128 0.30007 -0.16744
N 3.74002 -0.14698 0.83858
H -0.23091 -0.49793 2.18991
H 0.10350 1.76892 2.45942
H 1.50935 1.60823 1.40220
H 1.08939 0.20536 4.10687
H 2.00837 1.67130 3.88194
H 2.72317 -1.13846 2.90193
H 3.57782 -0.14240 4.06411
H 4.80542 1.94509 3.23292
H 6.19912 2.77459 1.35006
H 5.99002 1.65534 -0.88067
H 4.36615 -0.20886 -1.11709
O -1.04413 -0.07668 -2.35597
C -0.64703 0.66195 -3.28591
C 0.31138 1.69960 -3.20087
C 0.43464 2.55754 -4.31325
C 1.30822 3.59843 -4.24777
C 2.10996 3.81799 -3.11814
C 2.02051 2.98168 -2.03711
C 1.11124 1.91110 -2.04695
O 1.04917 1.12629 -1.00454
N 1.40702 4.52281 -5.38884
O 0.64494 4.34423 -6.31305
O 2.23991 5.39819 -5.31644
H -1.12659 0.48231 -4.25137
H -0.16332 2.40930 -5.20304
H 2.79220 4.65667 -3.12168
H 2.62104 3.13263 -1.15261
N 1.93198 -2.81480 0.40394
C 1.15403 -2.77869 -0.70191
O 0.63069 -1.63254 -1.04582
C 0.82857 -3.88817 -1.45983
C 1.43922 -5.13739 -1.16786
N 1.99599 -6.09600 -0.85764
C -0.15108 -3.73417 -2.48133
N -0.93209 -3.54890 -3.30611
H 2.47101 -1.95274 0.57290
H 2.43588 -3.67907 0.55641
*
```

Here are the Mulliken charges for atoms 1 to 4, given in e: Tc 0.80; O -0.63; S 0.81; O -0.50

=====

The following is a quantum chemistry calculation of a structure of composition C34H28N8O6SV in a non-equilibrium geometry, from OMol25.

Results
* E_HOMO (spin up / spin down): -14.873 / -14.873 eV
* gap between HOMO and LUMO (spin up / spin down): 2.65 / 2.65 eV
* total energy: -96411.0963 eV

Structure (ORCA input):
```
! wB97M-V def2-TZVPD RIJCOSX def2/J DEFGRID3
* xyz 3 1
V -0.88440 0.24020 -0.70158
C 2.08251 2.73070 -7.32308
C 1.90063 2.32339 -5.89492
C 0.63894 1.93072 -5.41884
C 0.46662 1.53908 -4.11204
C 1.58229 1.55115 -3.26406
C 2.85141 1.93353 -3.70175
C 2.99134 2.31338 -5.01775
S 1.36614 1.06080 -1.64146
O 2.49529 1.21976 -0.79966
O 0.73557 -0.32328 -1.59158
N 0.03447 1.78318 -0.97888
C -0.51084 3.06850 -0.92690
C 0.01526 4.27846 -1.30293
C -0.77396 5.43494 -1.15923
C -2.04798 5.36913 -0.65770
C -2.59810 4.12566 -0.25198
C -3.89009 3.94079 0.28361
C -4.29635 2.67651 0.65423
C -3.44998 1.59011 0.46983
N -2.22520 1.71844 -0.05425
C -1.80486 2.98510 -0.39093
H 1.13494 2.80540 -7.85126
H 2.70754 2.00125 -7.84451
H 2.60397 3.68670 -7.39617
H -0.20747 1.93360 -6.09453
H -0.50741 1.22410 -3.75919
H 3.69557 1.92839 -3.02191
H 3.96822 2.61182 -5.37992
H 1.02952 4.35102 -1.68119
H -0.35765 6.39068 -1.44881
H -2.64444 6.26942 -0.55850
H -4.55843 4.78754 0.39225
H -5.27730 2.51129 1.07940
H -3.77555 0.59751 0.74872
C 0.84217 1.48405 2.24488
C 0.63399 0.04607 1.94005
N -0.15619 -0.47083 0.97776
C -0.07910 -1.86328 1.07168
C 0.74714 -2.17305 2.08401
N 1.17998 -0.96006 2.62048
C 2.13456 -0.78499 3.73725
N 2.90950 -1.95241 3.97446
N 2.74651 -2.60291 5.18745
N 3.49200 -3.63536 5.19697
C 4.17679 -3.69799 3.98861
C 5.09738 -4.63052 3.52296
C 5.57513 -4.47739 2.20896
C 5.17497 -3.40912 1.41451
C 4.26404 -2.46092 1.87778
C 3.79221 -2.62235 3.19041
H 0.03910 2.07570 1.81369
H 1.78846 1.83557 1.82640
H 0.85019 1.65673 3.31982
H -0.60656 -2.52927 0.41268
H 1.01230 -3.13422 2.49436
H 1.59091 -0.59258 4.65814
H 2.78318 0.06066 3.52386
H 5.45242 -5.42127 4.17322
H 6.27254 -5.20061 1.80711
H 5.57116 -3.31963 0.41129
H 3.92496 -1.65547 1.23277
O -3.02903 -2.22096 -2.43994
C -2.99729 -1.89772 -1.31575
O -2.15128 -0.75575 -0.96206
C -3.68042 -2.50868 -0.16738
C -4.61493 -3.52179 -0.38773
C -5.25803 -4.10249 0.69248
C -4.96908 -3.69588 1.99198
C -4.02382 -2.70593 2.18297
C -3.38659 -2.10174 1.12733
N -3.65321 -2.25851 3.54504
O -2.60597 -1.62715 3.64970
O -4.39153 -2.54841 4.45005
H -4.83123 -3.84059 -1.39978
H -5.99329 -4.87753 0.52704
H -5.45890 -4.14561 2.84760
H -2.65535 -1.34477 1.34435
*
```

Here are the Mulliken charges for atoms 1 to 4, given in e: V 0.51; C -1.46; C 0.82; C -0.99